1.
C28H40ClCsN2O14P2 | ωB97M-V/def2-TZVPD

```
88
C28H40ClCsN2O14P2 (ωB97M-V/def2-TZVPD)
Cs -1.88 -0.60 1.52
C 3.99 2.89 3.33
C 2.61 2.26 3.26
C 2.45 1.09 4.21
O 2.43 1.79 1.91
P 0.96 1.91 1.23
O -0.11 1.88 2.22
C 1.20 0.53 0.07
P 1.63 -1.02 0.89
O 0.93 -1.29 2.16
O 1.35 -2.07 -0.26
C 1.13 -3.48 0.03
C 1.71 -4.22 -1.16
C -0.34 -3.80 0.21
O 3.21 -1.06 1.13
C 4.13 -0.98 0.03
C 4.98 -2.23 0.05
C 4.96 0.29 0.19
O 1.04 3.31 0.48
C 1.93 3.60 -0.61
C 1.18 3.47 -1.93
C 2.41 5.02 -0.37
H 4.19 3.27 4.33
H 4.07 3.72 2.62
H 4.75 2.15 3.08
H 1.85 3.01 3.48
H 3.20 0.32 3.98
H 1.46 0.64 4.08
H 2.57 1.41 5.24
H 2.03 0.81 -0.59
H 0.33 0.36 -0.57
H 1.68 -3.72 0.94
H 1.15 -3.96 -2.06
H 1.63 -5.30 -1.00
H 2.76 -3.97 -1.32
H -0.91 -3.43 -0.64
H -0.80 -3.42 1.13
H -0.45 -4.88 0.24
H 3.57 -0.94 -0.91
H 5.53 -2.29 0.99
H 5.70 -2.22 -0.77
H 4.36 -3.12 -0.05
H 5.54 0.23 1.11
H 4.32 1.16 0.25
H 5.65 0.40 -0.65
H 2.78 2.92 -0.56
H 0.29 4.09 -1.91
H 0.84 2.45 -2.10
H 1.85 3.77 -2.75
H 1.56 5.69 -0.37
H 3.10 5.32 -1.17
H 2.93 5.09 0.59
O -1.67 3.93 -1.53
C -1.87 3.01 -0.71
O -1.20 1.97 -0.52
C -3.09 3.22 0.21
C -3.80 4.42 0.13
C -4.89 4.62 0.96
C -5.25 3.61 1.84
C -4.50 2.45 1.85
N -3.44 2.26 1.06
H -3.46 5.16 -0.58
H -5.45 5.55 0.92
H -6.10 3.71 2.51
H -4.75 1.63 2.52
O -3.76 -1.33 -0.82
C -3.86 -1.98 -1.83
C -2.82 -2.26 -2.82
C -3.21 -2.99 -3.93
C -2.31 -3.30 -4.94
C -0.98 -2.84 -4.87
C -0.56 -2.12 -3.80
C -1.45 -1.78 -2.68
O -1.03 -1.16 -1.70
N -2.74 -4.06 -6.06
O -3.92 -4.42 -6.14
O -1.94 -4.29 -6.97
H -4.84 -2.42 -2.11
H -4.23 -3.34 -4.01
H -0.30 -3.09 -5.67
H 0.45 -1.75 -3.73
Cl -4.60 -1.03 3.97
C -5.07 -2.32 2.78
C -4.12 -3.55 2.87
O -4.66 -4.61 3.23
O -2.94 -3.32 2.53
H -5.00 -1.87 1.79
H -6.09 -2.58 3.03
```

Calculated values
strongest force on any atom: 0.0120 hartree/bohr
net charge: -2
energy relative to the best compared isomer or geometry (same formula, charge and spin): 0.0 kJ/mol

2.
C28H40F3INO4 | ωB97M-V/def2-TZVPD

```
77
C28H40F3INO4 (ωB97M-V/def2-TZVPD)
C -0.23 -6.17 2.86
C 0.44 -5.67 1.47
C 1.15 -4.24 1.60
C 1.65 -6.70 1.23
C -0.51 -5.82 0.23
C -1.57 -4.67 0.00
C -2.12 -3.98 1.31
C -2.85 -5.38 -0.68
C -1.11 -3.58 -1.07
C 0.26 -3.39 -1.51
C 0.58 -2.34 -2.51
C -0.47 -1.48 -3.10
O -0.13 -0.51 -4.04
C -0.59 0.79 -3.69
C 0.58 1.75 -3.19
O 0.39 3.11 -3.61
C 0.33 4.00 -2.48
C 0.53 5.46 -3.03
C 1.06 6.48 -1.95
C 1.91 6.05 -0.82
C 2.42 7.02 0.18
C 2.06 8.41 -0.01
I 2.74 9.99 1.31
N 1.25 8.78 -1.07
C 0.74 7.92 -2.00
C -0.19 8.48 -3.15
O -0.55 9.86 -2.94
C -1.68 9.99 -2.16
F -1.53 9.51 -0.87
F -2.79 9.39 -2.69
F -1.90 11.34 -2.03
C -1.85 -1.76 -2.65
C -2.20 -2.76 -1.66
H -0.45 -5.31 3.58
H -1.25 -6.58 2.59
H 0.33 -7.01 3.33
H 2.14 -4.33 1.06
H 0.60 -3.40 1.12
H 1.43 -4.02 2.67
H 1.21 -7.72 1.50
H 1.96 -6.74 0.16
H 2.48 -6.54 1.96
H 0.14 -5.89 -0.69
H -1.05 -6.80 0.36
H -1.39 -3.34 1.85
H -2.97 -3.30 1.00
H -2.59 -4.77 1.96
H -2.61 -5.51 -1.77
H -3.77 -4.75 -0.53
H -3.05 -6.37 -0.19
H 1.09 -4.00 -1.08
H 1.63 -2.18 -2.85
H -1.06 1.25 -4.61
H -1.38 0.81 -2.89
H 1.53 1.31 -3.60
H 0.62 1.63 -2.07
H 1.13 3.68 -1.77
H -0.70 3.87 -2.03
H 1.36 5.39 -3.80
H -0.36 5.86 -3.59
H 2.21 4.99 -0.66
H 3.06 6.75 1.05
H 1.02 9.78 -1.14
H 0.45 8.46 -4.08
H -1.06 7.81 -3.36
H -2.68 -1.15 -3.10
H -3.27 -2.88 -1.40
C 0.69 -3.89 7.14
C 0.80 -3.16 5.83
O 0.52 -3.69 4.78
C 1.28 -1.73 5.88
H 0.33 -4.91 6.96
H 1.66 -3.95 7.63
H -0.03 -3.39 7.79
H 2.28 -1.69 6.31
H 0.59 -1.12 6.48
H 1.31 -1.32 4.87
```

Calculated values
strongest force on any atom: 0.0789 hartree/bohr
net charge: +1
electronic energy: -55607.643 eV

3.
C28H40MnN3O13 | ωB97M-V/def2-TZVPD

```
85
C28H40MnN3O13 (ωB97M-V/def2-TZVPD)
Mn 0.58 -2.38 1.08
O -0.23 -0.96 0.07
H -0.35 -0.05 -0.19
C -1.78 1.24 5.91
C -0.83 1.44 4.76
C 0.64 1.09 5.04
O 0.75 -0.27 4.56
C -0.22 -0.48 3.68
O -0.27 -1.40 2.90
O -1.15 0.46 3.72
H -1.68 2.03 6.66
H -1.69 0.25 6.34
H -2.80 1.32 5.51
H -0.93 2.41 4.27
H 0.86 1.08 6.10
H 1.34 1.71 4.48
C 5.18 1.68 3.48
C 4.25 1.57 2.32
C 4.88 1.02 1.02
O 3.91 0.07 0.56
C 3.10 -0.25 1.55
O 2.29 -1.14 1.50
O 3.28 0.51 2.62
H 4.69 2.05 4.38
H 5.99 2.37 3.22
H 5.68 0.74 3.70
H 3.71 2.49 2.09
H 5.84 0.55 1.21
H 5.04 1.82 0.31
C -2.31 -4.98 -3.61
C -2.70 -4.13 -2.42
C -3.61 -4.81 -1.40
O -3.05 -4.39 -0.14
C -1.83 -3.99 -0.34
O -1.07 -3.72 0.57
O -1.51 -3.89 -1.62
H -1.76 -5.86 -3.29
H -1.65 -4.40 -4.26
H -3.18 -5.26 -4.21
H -3.13 -3.21 -2.79
H -3.56 -5.90 -1.50
H -4.63 -4.46 -1.49
C 2.88 -0.05 -2.79
C 2.47 1.40 -2.79
C 2.09 2.05 -1.46
O 3.26 2.77 -1.09
C 4.03 2.96 -2.20
O 4.98 3.67 -2.21
O 3.57 2.24 -3.23
H 2.07 -0.69 -2.45
H 3.74 -0.27 -2.13
H 3.18 -0.36 -3.79
H 1.70 1.53 -3.55
H 1.83 1.28 -0.73
H 1.23 2.71 -1.60
N -0.59 -1.05 -2.75
C -0.94 0.15 -3.31
C -0.61 0.11 -4.64
C -0.04 -1.17 -4.89
C -0.05 -1.85 -3.71
H -0.71 -1.27 -1.77
H -1.47 0.87 -2.70
H -0.83 0.87 -5.37
H 0.39 -1.46 -5.84
H 0.35 -2.83 -3.47
N -0.46 1.89 0.84
C 0.43 2.83 1.29
C -0.06 4.07 1.00
C -1.33 3.87 0.38
C -1.52 2.52 0.25
H -0.29 0.91 0.97
H 1.38 2.48 1.67
H 0.47 5.00 1.18
H -2.00 4.65 0.07
H -2.38 2.01 -0.15
N -3.19 -0.66 -0.36
C -3.85 -0.76 -1.57
C -5.13 -0.34 -1.37
C -5.29 -0.03 0.00
C -4.06 -0.21 0.59
H -2.21 -0.80 -0.18
H -3.31 -0.94 -2.48
H -5.91 -0.26 -2.11
H -6.16 0.33 0.52
H -3.71 -0.11 1.61
```

Calculated values
strongest force on any atom: 0.0302 hartree/bohr
net charge: +1
2S+1: 6
electronic energy: -92089.683 eV

4.
C28H40N3Sb2Ta | ωB97M-V/def2-TZVPD

```
74
C28H40N3Sb2Ta (ωB97M-V/def2-TZVPD)
Ta -0.22 -0.72 -0.26
C -2.71 -2.05 0.46
N -1.48 -1.64 1.26
C -1.93 -0.71 2.36
C -0.93 -2.89 1.83
C -1.49 -3.59 2.87
C -0.93 -4.83 3.19
C 0.13 -5.36 2.45
C 0.69 -4.64 1.41
C 0.17 -3.38 1.12
N 0.61 -2.47 0.13
C 1.72 -2.64 -0.75
C 2.92 -3.28 -0.42
C 3.87 -3.42 -1.41
C 3.66 -2.91 -2.69
C 2.50 -2.22 -3.01
C 1.53 -2.09 -2.03
N 0.26 -1.38 -2.22
C -0.81 -2.26 -2.82
C 0.44 -0.15 -3.06
H -3.42 -2.53 1.13
H -2.41 -2.77 -0.30
H -3.17 -1.17 0.02
H -2.81 -1.14 2.85
H -2.22 0.25 1.95
H -1.13 -0.60 3.09
H -2.34 -3.24 3.43
H -1.34 -5.40 4.01
H 0.51 -6.34 2.70
H 1.50 -5.06 0.83
H 3.10 -3.64 0.58
H 4.81 -3.92 -1.19
H 4.42 -3.06 -3.46
H 2.37 -1.83 -4.01
H -0.51 -2.53 -3.83
H -1.75 -1.71 -2.86
H -0.91 -3.16 -2.22
H 0.69 -0.42 -4.09
H 1.27 0.45 -2.66
H -0.48 0.42 -3.08
C 2.96 0.42 2.46
Sb 1.34 1.03 1.24
C 2.39 1.80 -0.45
C 0.64 2.92 2.19
C 0.47 4.00 1.21
C 1.54 4.88 0.99
C 1.42 5.95 0.12
C 0.22 6.15 -0.55
C -0.85 5.29 -0.35
C -0.75 4.21 0.52
C -1.94 3.35 0.75
Sb -2.11 1.62 -0.56
C -2.14 2.52 -2.49
C -4.17 1.17 -0.29
H 2.63 0.10 3.45
H 3.63 1.27 2.54
H 3.47 -0.41 1.97
H 3.08 2.57 -0.12
H 1.71 2.25 -1.19
H 2.97 1.00 -0.91
H 1.49 3.10 2.85
H -0.23 2.68 2.78
H 2.47 4.74 1.54
H 2.24 6.64 -0.02
H 0.12 7.00 -1.22
H -1.79 5.49 -0.86
H -2.85 3.89 0.50
H -2.04 2.99 1.77
H -2.88 3.32 -2.45
H -2.46 1.78 -3.22
H -1.17 2.93 -2.76
H -4.73 2.07 -0.55
H -4.39 0.90 0.74
H -4.47 0.37 -0.97
```

Calculated values
strongest force on any atom: 0.0246 hartree/bohr
net charge: +4
energy relative to the best compared isomer or geometry (same formula, charge and spin): 71.0 kJ/mol